(1)
DFT (wB97M-V/def2-TZVPD) results for a cluster of 3 separate species, C16H36FN6O10P2S2 in total in a non-equilibrium geometry.

## Properties
Net charge   +1
Total energy   -3290.826352 Eh
Orbital gap   4.83 eV
2S+1   1
Lowest unoccupied orbital energy   -5.60 eV

Structure (XYZ):
```
73
Properties=species:S:1:pos:R:3:mulliken_charge:R:1
N -1.368 3.289 0.557 -0.782
P -0.083 2.567 1.101 1.136
O 0.999 3.803 1.401 -0.465
O 0.411 1.633 -0.156 -0.289
N -0.437 1.641 2.628 0.384
C -1.490 0.530 2.407 -1.270
C -0.949 -0.777 1.750 0.564
C -2.211 -1.510 1.104 -1.010
C -2.635 -0.806 -0.271 0.162
C -2.130 -1.559 -1.544 -1.142
C -0.553 -1.614 -1.680 -0.071
C -0.042 -3.068 -1.327 -0.930
S 1.736 -3.015 -0.852 0.058
C 1.950 -3.723 0.784 0.512
N 3.203 -4.155 1.090 -0.262
N 3.094 -4.647 2.349 -0.502
C 1.839 -4.533 2.791 -0.079
O 1.069 -3.920 1.797 -0.203
C 0.779 1.190 3.422 -0.506
P 2.283 0.560 2.560 0.073
O 2.179 -0.737 1.862 -0.217
O 3.438 0.358 3.753 -0.505
O 2.992 1.624 1.501 -0.389
S -1.284 2.714 3.816 1.176
O -2.706 2.663 3.622 -0.481
O -0.734 4.033 3.812 -0.487
F -1.039 2.096 5.313 -0.216
H -2.189 3.079 1.130 0.255
H 1.007 4.275 0.536 0.389
H 1.047 0.923 0.086 0.239
H -2.308 0.929 1.750 0.515
H -1.875 0.251 3.428 0.425
H -0.213 -0.659 0.927 -0.604
H -0.598 -1.473 2.563 0.458
H -3.102 -1.488 1.780 0.387
H -1.948 -2.568 0.841 0.364
H -2.196 0.233 -0.301 0.117
H -3.752 -0.669 -0.278 0.042
H -2.597 -2.577 -1.683 0.398
H -2.495 -0.956 -2.442 0.416
H -0.021 -0.796 -1.139 -0.287
H -0.330 -1.466 -2.774 0.614
H -0.699 -3.596 -0.589 0.459
H -0.123 -3.668 -2.277 0.480
H 1.501 -4.872 3.785 0.396
H 1.097 2.071 4.059 0.417
H 0.428 0.417 4.164 0.552
H 3.017 -0.236 4.408 0.356
H 3.195 2.431 2.021 0.363
C -3.567 2.117 -2.693 0.043
O -2.981 1.049 -2.621 -0.592
N -4.868 2.318 -2.390 0.126
C -5.494 3.622 -2.502 -0.946
C -5.667 1.192 -1.939 -0.787
H -3.056 3.035 -3.024 0.319
H -5.876 3.923 -1.523 0.339
H -6.323 3.564 -3.211 0.349
H -4.779 4.367 -2.849 0.297
H -5.225 0.777 -1.032 0.114
H -5.669 0.419 -2.711 0.311
H -6.689 1.508 -1.736 0.397
C 4.728 -2.157 -3.631 0.101
O 3.527 -2.340 -3.624 -0.562
N 5.365 -1.129 -3.020 0.126
C 6.805 -0.973 -3.070 -0.930
C 4.576 -0.154 -2.292 -0.799
H 5.416 -2.840 -4.155 0.306
H 7.205 -0.994 -2.053 0.332
H 7.048 -0.015 -3.535 0.330
H 7.262 -1.775 -3.648 0.300
H 4.019 -0.659 -1.499 0.120
H 3.863 0.315 -2.974 0.300
H 5.222 0.608 -1.857 0.394
```



(2)
DFT (wB97M-V/def2-TZVPD) results for a cluster of 8 separate species, C16H36FN8O17 in total in a non-equilibrium geometry.

## Properties
Net charge   -1
Total energy   -2447.381153 Eh
Orbital gap   4.89 eV
2S+1   1
Lowest unoccupied orbital energy   1.12 eV

Structure (XYZ):
```
78
Properties=species:S:1:pos:R:3:mulliken_charge:R:1
C -1.537 -1.994 -1.198 -0.856
C -1.493 -1.394 0.326 0.245
C -1.662 0.232 0.441 0.114
C -2.842 0.880 -0.493 0.199
C -2.323 2.422 -0.878 -0.910
C -4.325 0.938 0.252 0.336
N -5.006 -0.377 -0.053 -0.232
C -6.447 -0.417 0.405 -0.089
C -7.395 -0.574 -0.933 0.479
O -7.194 0.094 -2.100 -0.420
F -8.517 -1.542 -0.886 -0.291
C -5.140 2.275 -0.242 0.269
O -5.434 3.183 0.728 -0.728
O -5.531 2.599 -1.626 -0.723
H -2.635 -1.847 -1.642 0.237
H -0.712 -1.539 -1.897 0.126
H -1.404 -3.177 -1.124 0.318
H -2.234 -2.011 1.020 0.190
H -0.405 -1.644 0.749 -0.220
H -0.641 0.833 0.292 -0.519
H -1.976 0.453 1.572 0.287
H -3.018 0.347 -1.520 0.054
H -2.897 2.859 -1.810 0.359
H -2.351 3.117 0.066 0.248
H -1.186 2.303 -1.223 0.035
H -4.080 1.033 1.415 0.033
H -4.533 -1.167 0.440 0.157
H -6.579 -1.430 1.020 -0.057
H -6.763 0.447 1.128 0.408
C 3.315 2.171 0.138 -0.939
N 1.875 1.822 0.005 0.864
O 1.051 2.675 0.354 -0.528
O 1.613 0.701 -0.447 -0.247
H 3.397 3.181 0.546 0.310
H 3.769 1.444 0.815 0.193
H 3.760 2.120 -0.857 0.416
C 2.305 3.151 -4.152 -0.654
N 3.164 4.041 -3.325 0.802
O 3.297 5.211 -3.704 -0.518
O 3.681 3.540 -2.320 -0.507
H 1.919 3.721 -5.000 0.300
H 2.925 2.321 -4.496 0.285
H 1.488 2.801 -3.518 0.224
C 7.419 4.104 -3.330 -0.713
N 6.882 2.726 -3.495 0.848
O 6.709 2.060 -2.467 -0.480
O 6.650 2.352 -4.650 -0.519
H 7.575 4.298 -2.267 0.304
H 8.363 4.157 -3.875 0.289
H 6.682 4.796 -3.744 0.271
C 2.985 -2.947 -1.805 -0.782
N 1.614 -2.576 -2.249 0.837
O 0.827 -3.500 -2.487 -0.521
O 1.366 -1.369 -2.345 -0.414
H 3.061 -4.036 -1.766 0.304
H 3.688 -2.538 -2.533 0.301
H 3.140 -2.514 -0.815 0.238
C 1.014 -2.197 3.708 -0.830
N 2.080 -2.042 2.682 0.812
O 2.117 -0.973 2.062 -0.372
O 2.849 -2.998 2.528 -0.583
H 0.415 -1.284 3.736 0.313
H 0.401 -3.053 3.420 0.320
H 1.504 -2.366 4.670 0.322
C 6.137 -2.310 2.744 -0.610
N 5.788 -0.971 3.292 0.887
O 6.142 0.017 2.638 -0.519
O 5.168 -0.950 4.361 -0.514
H 6.677 -2.177 1.805 0.289
H 6.764 -2.814 3.482 0.270
H 5.204 -2.852 2.579 0.204
C -7.797 -3.366 3.803 -0.676
N -6.478 -2.807 4.207 0.811
O -6.414 -2.247 5.307 -0.509
O -5.545 -2.947 3.408 -0.470
H -8.521 -3.171 4.597 0.299
H -8.096 -2.869 2.878 0.255
H -7.668 -4.440 3.653 0.286
```